# 1
C36H25N4OPRh as an isolated structure in a non-equilibrium geometry. Source: OMol25; level of theory: ωB97M-V/def2-TZVPD.

The geometry in XYZ format:
```
68
Properties=species:S:1:pos:R:3:nbo_charge:R:1
Rh -0.49667 -0.05584 0.00304 0.1450
O 1.81383 1.42286 -0.35416 -0.2396
C 0.42273 1.74026 -0.11746 0.3340
C -0.09477 3.04356 -0.07566 -0.2362
C 0.53083 4.31796 -0.06656 -0.1298
C -0.21757 5.47156 0.00074 -0.1994
C -1.60777 5.45306 0.02784 -0.1449
C -2.26287 4.22746 0.00704 -0.1381
C -1.52677 3.06216 -0.03016 -0.2860
P -2.23087 1.39546 -0.04006 1.2569
C -3.26077 1.30296 -1.52286 -0.4122
C -2.82767 1.97676 -2.66506 -0.1300
C -3.47727 1.78536 -3.87026 -0.2152
C -4.55517 0.91696 -3.94266 -0.1804
C -4.99537 0.25176 -2.80916 -0.1893
C -4.34897 0.43796 -1.60106 -0.2002
C -3.25267 1.33916 1.45764 -0.3897
C -2.56967 0.93976 2.60694 -0.1970
C -3.22707 0.87126 3.81914 -0.1910
C -4.57307 1.20386 3.88654 -0.2011
C -5.24977 1.62016 2.75084 -0.1505
C -4.59407 1.69576 1.53124 -0.2252
H 1.60143 4.43076 -0.11926 0.2174
H 0.30303 6.41616 0.02694 0.2356
H -2.16037 6.37836 0.05654 0.2366
H -3.34227 4.18626 0.01394 0.2280
H -1.98307 2.64916 -2.59756 0.2091
H -3.12617 2.28976 -4.75796 0.2276
H -5.04257 0.74386 -4.88866 0.2276
H -5.82837 -0.43214 -2.86946 0.2244
H -4.68427 -0.08584 -0.71826 0.2184
H -1.51227 0.67646 2.52574 0.2362
H -2.70297 0.55186 4.70754 0.2268
H -5.09707 1.12986 4.82694 0.2268
H -6.29577 1.88236 2.81174 0.2186
H -5.11817 2.02016 0.64294 0.2241
N 8.50323 -5.98174 -0.07906 -0.2662
C 7.61763 -5.25504 -0.08456 0.2685
C 6.49293 -4.39504 -0.07826 -0.1618
C 6.35153 -3.41534 0.90414 -0.1459
C 5.22303 -2.61614 0.92924 -0.1941
C 4.19413 -2.80944 0.00604 -0.0750
C 4.35123 -3.79244 -0.97596 -0.1253
C 5.49053 -4.56714 -1.03406 -0.1762
C 2.93523 -2.03984 0.02874 0.0517
C 2.95353 -0.64374 -0.12936 0.2454
C 4.17533 0.09786 -0.27886 -0.3589
C 4.15533 1.46886 -0.08316 -0.1903
C 2.95433 2.12866 0.01834 -0.0132
N 1.78483 0.00606 -0.11246 -0.3281
C 1.73293 -2.76494 0.10874 0.1104
C 1.66273 -4.16924 0.35064 -0.1788
C 0.35163 -4.53434 0.19174 -0.2938
C -0.34257 -3.35634 -0.12666 0.0859
N 0.46373 -2.28644 -0.13416 -0.5372
H 7.12093 -3.30234 1.65344 0.2370
H 5.12223 -1.86574 1.70114 0.2324
H 3.56213 -3.94334 -1.69806 0.2237
H 5.60683 -5.31614 -1.80366 0.2389
H 5.09523 -0.43304 -0.43616 0.2402
H 5.06613 2.03546 0.02304 0.2480
H 2.81793 3.14536 0.31484 0.2113
H 2.49743 -4.78934 0.60654 0.2339
H -0.07557 -5.51154 0.29134 0.2346
H -1.37747 -3.29644 -0.40056 0.2053
N -3.05167 -1.63924 0.57174 -0.6844
C -1.98537 -1.23724 0.31104 0.3626
H -3.85957 -2.17774 0.78704 0.4623
```

Summary:
HOMO (spin up / spin down)   -0.35172 / -0.36312 Ha
Net charge   +1
2S+1   1
Gap between HOMO and LUMO (spin up / spin down)   0.1823 / 0.1983 Ha
Relative energy (zero: lowest compared OMol25 entry of this formula, charge and spin)   160.26 kcal/mol
LUMO energy (spin up / spin down)   -0.169 / -0.165 Ha
Energy   -58027.971 eV

=====

# 2
C36H26BF5N11ORhS2 as an isolated structure in a non-equilibrium geometry. Source: OMol25; level of theory: ωB97M-V/def2-TZVPD.

The geometry in XYZ format:
```
83
Properties=species:S:1:pos:R:3:mulliken_spin:R:1
Rh 0.81482 -1.18146 -0.58850 0.0595
C 2.59199 2.53560 0.79458 -0.0022
C 1.55014 1.79259 0.24865 -0.0039
N 1.92964 0.52604 0.12399 0.0118
N 3.18579 0.41385 0.58682 -0.0012
C 3.61261 1.62413 0.98760 -0.0023
B 3.96142 -0.90624 0.37502 -0.0008
N 3.93544 -1.13416 -1.14646 0.0015
C 4.86974 -0.91618 -2.09073 -0.0012
C 4.27673 -1.04944 -3.32940 -0.0002
C 2.93843 -1.33549 -3.05557 -0.0004
N 2.75742 -1.38336 -1.74141 -0.0020
N 3.20970 -2.09534 1.03936 0.0053
C 3.69640 -2.99551 1.91038 -0.0011
C 2.70119 -3.91237 2.19739 0.0056
C 1.60665 -3.49826 1.44432 -0.0072
N 1.93884 -2.40759 0.76208 -0.0045
N 5.36074 -0.87840 0.93402 -0.0001
C 6.38085 -1.72699 0.61489 0.0000
C 7.38187 -1.54196 1.52830 0.0000
C 6.88169 -0.55146 2.40117 0.0000
N 5.66980 -0.17739 2.04380 0.0001
H 2.60676 3.59122 0.99727 0.0002
H 0.55816 2.10887 -0.03215 0.0015
H 4.59653 1.76297 1.39367 0.0002
H 5.88817 -0.67488 -1.83999 0.0000
H 4.74238 -0.94402 -4.29271 0.0000
H 2.12549 -1.51591 -3.73892 -0.0002
H 4.70432 -2.93732 2.28438 0.0000
H 2.77169 -4.76706 2.84617 0.0006
H 0.61966 -3.92831 1.37975 0.0048
H 6.31361 -2.39956 -0.22504 0.0001
H 8.32939 -2.04971 1.57370 0.0000
H 7.35005 -0.12266 3.27120 0.0000
F 1.27027 -2.42063 6.54966 0.0132
C 0.81495 -2.10604 5.36491 0.0933
C -0.25280 -2.80994 4.81862 -0.0103
F -0.80259 -3.80127 5.49192 -0.0019
C -0.72288 -2.46857 3.56746 0.0248
F -1.71968 -3.15653 3.04691 0.0057
C -0.15113 -1.42083 2.83319 0.1231
S -0.80697 -0.99281 1.29565 0.6727
C 0.91685 -0.72244 3.41496 0.0086
F 1.45476 0.29763 2.77823 0.0054
C 1.40710 -1.06589 4.65493 -0.0114
F 2.42254 -0.40430 5.17811 -0.0017
O -0.75297 0.05897 -1.66624 0.0037
S -1.69817 1.23994 -1.68626 -0.0056
C -3.21190 0.68908 -0.77525 0.0146
C -3.76114 1.83664 0.02147 -0.0148
C -5.00058 2.38932 -0.27737 -0.0011
C -5.49712 3.44064 0.47853 -0.0002
C -4.75402 3.95655 1.52919 0.0005
C -3.50781 3.41892 1.82364 0.0082
C -3.01359 2.36654 1.07296 -0.0066
C -2.39307 1.20009 -3.38496 -0.0005
C -3.47757 2.22602 -3.50560 0.0003
C -4.77522 1.83923 -3.82669 0.0002
C -5.78314 2.78619 -3.92706 -0.0001
C -5.50581 4.12455 -3.69087 0.0000
C -4.21400 4.51629 -3.36500 0.0000
C -3.20395 3.57376 -3.27337 0.0000
H -2.86132 -0.10991 -0.12509 -0.0052
H -3.93416 0.29571 -1.48742 0.0007
H -5.58478 1.98182 -1.09166 -0.0001
H -6.47224 3.85187 0.25328 0.0000
H -5.14469 4.77200 2.12285 0.0001
H -2.92745 3.81720 2.64578 0.0002
H -2.04296 1.93934 1.31036 0.0162
H -2.74546 0.18491 -3.56824 0.0000
H -1.54558 1.41288 -4.03840 -0.0001
H -4.98978 0.79502 -4.02515 -0.0001
H -6.78506 2.47703 -4.19418 0.0000
H -6.29450 4.86127 -3.76403 0.0000
H -3.99418 5.56176 -3.19442 0.0000
H -2.19402 3.88670 -3.03403 0.0000
N -0.03377 -2.62572 -1.74847 0.0002
C -1.16734 -2.91785 -1.77200 0.0085
C -2.50978 -3.19591 -1.74431 -0.0079
C -3.26809 -3.33081 -2.93043 0.0007
N -3.88787 -3.38824 -3.89980 -0.0006
C -3.13266 -3.14612 -0.47713 0.0007
N -3.62282 -3.03827 0.56319 0.0026
```

Summary:
HOMO (spin up / spin down)   -0.39412 / -0.39409 Ha
Net charge   +1
2S+1   2
Gap between HOMO and LUMO (spin up / spin down)   0.2148 / 0.1421 Ha
Relative energy (zero: lowest compared OMol25 entry of this formula, charge and spin)   45.96 kcal/mol
LUMO energy (spin up / spin down)   -0.179 / -0.252 Ha
Energy   -95127.382 eV

=====

# 3
C36H26BrCaCl5F5N5SSe as an isolated structure. Source: OMol25; level of theory: ωB97M-V/def2-TZVPD.

The geometry in XYZ format:
```
81
Properties=species:S:1:pos:R:3:mulliken_charge:R:1
Ca -1.44169 0.73222 -0.24625 1.7797
Cl -1.44967 2.25423 3.65388 -0.2502
C -1.55780 3.43232 2.33543 0.4227
C -1.43436 2.97530 1.04415 -1.3535
C -1.53826 3.94936 0.06952 1.7480
Cl -1.37415 3.41855 -1.60701 -0.2216
C -1.75301 5.29719 0.32564 -0.5313
Cl -1.88005 6.45367 -0.95650 -0.2127
C -1.86573 5.70827 1.65262 0.7689
Cl -2.12716 7.37771 2.02409 -0.2309
C -1.76465 4.76700 2.67559 -0.6083
Cl -1.90110 5.28188 4.32660 -0.2265
Br 4.81304 1.47289 -0.63927 -0.1301
C 3.34662 0.92000 0.40675 -0.0672
C 3.54969 0.42247 1.67894 -0.2816
C 2.44277 0.03279 2.41666 -1.0713
C 1.19038 0.14134 1.84328 -0.6849
N 0.99803 0.60696 0.60592 0.3377
C 2.05586 1.00761 -0.10534 -0.1200
H 4.55095 0.35417 2.08327 0.4345
H 2.54572 -0.34167 3.42669 0.4656
H 0.29466 -0.13926 2.38205 0.8318
H 1.86735 1.44899 -1.08295 0.2439
N -1.94129 -0.74991 1.64363 0.0023
S -1.82077 -2.31931 1.69289 0.4338
C -1.37627 -2.75941 3.37929 0.2315
C -0.06967 -3.17020 3.59427 -0.2183
C 0.37027 -3.40950 4.89046 -0.6781
C -0.49586 -3.23143 5.95793 -0.3469
C -1.80413 -2.81509 5.73552 -0.7063
C -2.24857 -2.57885 4.44565 -0.5478
C -3.45952 -3.05145 1.65673 0.3494
C -4.52369 -2.26242 1.26105 0.1442
C -5.79603 -2.82212 1.19397 -0.4221
C -5.97402 -4.16149 1.50341 -0.5751
C -4.89103 -4.95126 1.87695 -0.5325
C -3.62436 -4.39825 1.95444 -0.5652
H -2.58413 -0.38219 2.34424 0.0384
H 0.59871 -3.29055 2.74965 0.4965
H 1.38975 -3.73009 5.06298 0.4005
H -0.15225 -3.41246 6.96865 0.3788
H -2.47757 -2.67123 6.57074 0.3896
H -3.26727 -2.25753 4.26366 0.4188
H -4.35348 -1.22800 0.98516 -0.0794
H -6.63398 -2.20199 0.89944 0.3401
H -6.96345 -4.59783 1.44520 0.3850
H -5.03431 -5.99986 2.10706 0.3684
H -2.77530 -5.00415 2.24899 0.3919
F -0.18463 -2.22777 -1.48217 -0.3477
C -1.37150 -1.49094 -1.67393 -0.0322
F -2.36695 -2.35528 -1.13131 -0.3025
C -1.62678 -1.59969 -3.17002 0.3278
F -0.68199 -0.94504 -3.86433 -0.1721
F -1.65209 -2.86671 -3.65749 -0.3043
F -2.81610 -1.04917 -3.48668 -0.2811
N -7.95338 -0.24840 0.44934 -0.6771
C -7.13542 0.50635 0.11092 0.5350
N -6.28602 1.42866 -0.27796 -0.7932
C -5.01578 1.17883 -0.27773 0.3762
N -3.86024 1.02858 -0.27730 -0.5976
C 7.52214 0.07466 -4.59678 -1.4444
C 6.18849 0.73025 -4.34566 0.8517
C 5.00906 -0.00041 -4.34244 -1.3501
C 3.76812 0.58935 -4.11323 1.4580
C 2.53904 -0.27302 -4.10854 -1.4828
C 3.67658 1.97338 -3.86797 0.1312
Se 2.00844 2.79816 -3.47361 -0.4475
C 4.87220 2.72418 -3.88379 1.0930
C 4.84745 4.20076 -3.61416 -1.6767
C 6.09208 2.09845 -4.11557 -1.0832
H 7.41357 -1.00854 -4.67520 0.3358
H 8.23070 0.28074 -3.78955 0.2999
H 7.97862 0.43003 -5.52567 0.3045
H 5.05042 -1.07312 -4.51633 0.1623
H 2.78409 -1.30648 -4.36418 0.3278
H 1.79299 0.10842 -4.80778 0.3300
H 2.04888 -0.26229 -3.13266 0.1292
H 4.19727 4.71480 -4.32506 0.3124
H 5.85524 4.62196 -3.66755 0.3702
H 4.41823 4.40038 -2.62943 0.2953
H 6.99809 2.70154 -4.11189 0.2120
```

Summary:
HOMO   -0.05703 Ha
Net charge   -2
2S+1   1
Gap between HOMO and LUMO   0.1809 Ha
Relative energy (zero: lowest compared OMol25 entry of this formula, charge and spin)   13.27 kcal/mol
LUMO energy   0.124 Ha
Energy   -286070.534 eV

=====

- What is the formula in the second record?
  C36H26BF5N11ORhS2